1.
Molecular formula: C42H105N7O14
Method: DFT, ωB97M-V with the def2-TZVPD basis set

Atoms and positions in Å:
C -2.65321 1.30612 4.46587
O -3.24902 1.94339 3.36028
C -4.42544 2.61901 3.72129
C -4.56295 4.05552 3.25860
N -4.93503 4.21667 1.82057
C -3.80794 3.80977 0.92658
C -4.12201 2.46001 0.19500
O -4.90069 2.77771 -0.99947
C -4.08393 3.25104 -2.08168
H -3.34692 0.73260 5.08065
H -2.10521 2.02346 5.07679
H -1.87713 0.60372 4.16182
H -4.67244 2.53431 4.77955
H -5.21429 1.96969 3.34157
H -3.71873 4.73888 3.35017
H -5.34604 4.55662 3.82761
H -5.61082 3.48810 1.64005
H -2.88343 3.76432 1.50220
H -3.63978 4.56714 0.16093
H -4.67573 1.96878 0.99512
H -3.17650 1.99770 -0.08848
H -4.67600 3.31946 -2.99430
H -3.24626 2.60597 -2.34683
H -3.64860 4.23609 -1.91359
C -2.14490 4.39958 -3.88159
O -2.55570 3.44718 -2.94540
C -1.50079 2.77354 -2.29577
C -1.21903 3.32948 -0.91971
N -1.01004 2.23630 0.00188
C -0.47143 2.52105 1.32655
C 0.73290 3.46126 1.40870
O 1.70238 2.83676 0.52897
C 2.69835 1.97950 1.10700
H -1.28085 4.12282 -4.48568
H -1.64290 5.20962 -3.35249
H -2.97388 4.75133 -4.49573
H -0.58882 2.61367 -2.87098
H -1.88911 1.75735 -2.22746
H -1.94945 4.09765 -0.66576
H -0.24994 3.82766 -0.94766
H -0.35964 1.60499 -0.44368
H -0.36029 1.51673 1.73528
H -1.16540 3.08623 1.94870
H 1.01662 3.65032 2.44400
H 0.51693 4.41775 0.93271
H 2.33758 1.18141 1.75584
H 3.44346 2.56882 1.64140
H 3.18400 1.44060 0.29347
C -1.89223 -3.67538 5.00519
O -2.08690 -2.31710 4.57724
C -1.19942 -1.71714 3.62199
C 0.19837 -1.39071 4.07203
N 1.06899 -2.46660 4.09071
C 2.35561 -2.08580 4.57716
C 3.36416 -3.22917 4.62207
O 3.98580 -3.47441 3.37109
C 4.96146 -4.48190 3.33920
H -1.31753 -3.89615 5.90469
H -1.43112 -4.22548 4.18491
H -2.94857 -3.88866 5.16873
H -1.68389 -0.74944 3.49182
H -1.23045 -2.33812 2.72672
H 0.12242 -0.83542 5.00691
H 0.62111 -0.71346 3.32994
H 1.26009 -2.97762 3.24075
H 2.25935 -1.79175 5.62233
H 2.66604 -1.26031 3.93661
H 3.08162 -4.18981 5.05270
H 4.20819 -2.76872 5.13560
H 5.37301 -4.50774 2.33022
H 4.55738 -5.45940 3.60250
H 5.77853 -4.29863 4.03699
C 0.50343 0.85147 3.23660
O 1.73634 1.57112 3.22733
C 2.83685 0.66332 3.20220
C 4.18554 1.53900 3.10320
N 5.31125 0.56433 3.21347
C 6.47610 1.03853 2.51474
C 7.59214 -0.03676 2.75839
O 8.79439 0.32237 2.05276
C 8.74334 0.97004 0.77821
H 0.49528 0.46435 4.25551
H 0.53140 0.01810 2.53460
H -0.35482 1.47303 2.98131
H 2.78079 0.13064 2.25288
H 2.91114 -0.01471 4.05241
H 4.17846 2.21695 3.95668
H 4.30808 2.19635 2.24240
H 5.45309 0.28483 4.17360
H 6.78206 2.01208 2.89774
H 6.28232 1.11787 1.44504
H 7.27593 -0.93407 2.22646
H 7.83615 -0.41356 3.75165
H 8.23732 1.93196 0.86040
H 8.33443 0.27449 0.04533
H 9.71809 1.20501 0.35071
C 2.06397 -2.37723 -5.05131
O 2.33520 -1.44552 -4.08873
C 2.33644 -0.06494 -4.41269
C 0.86495 0.48618 -4.49627
N 0.37188 0.00165 -5.79390
C -0.80581 0.62832 -6.39453
C -2.06840 0.57614 -5.54119
O -2.07131 1.51239 -4.57587
C -2.97408 1.08271 -3.52136
H 2.54273 -3.27628 -4.66326
H 2.48012 -2.20030 -6.04309
H 1.03267 -2.70611 -5.17921
H 2.94283 0.36902 -5.20771
H 2.77752 0.38646 -3.52398
H 0.97810 1.57028 -4.49057
H 0.22447 0.27590 -3.63972
H 0.42656 -0.97293 -6.05331
H -0.96323 0.01009 -7.27833
H -0.57350 1.63220 -6.75000
H -2.20805 -0.45696 -5.22291
H -2.86493 0.84023 -6.23682
H -4.03576 1.06015 -3.76715
H -2.97412 1.64424 -2.58713
H -2.80801 0.01543 -3.37495
C 3.44424 -2.36978 2.34405
O 2.41431 -2.10935 1.42554
C 2.58135 -0.86409 0.67006
C 1.39764 -0.54743 -0.18955
N 1.23730 -1.57472 -1.25374
C -0.18800 -1.59960 -1.73608
C -0.64660 -0.23766 -2.25944
O -1.11742 0.67969 -1.37372
C -2.47687 0.40344 -1.01660
H 3.87700 -3.36299 2.22417
H 2.82257 -2.47449 3.23324
H 4.23921 -1.62540 2.38898
H 3.46063 -1.01237 0.04318
H 2.87538 -0.07716 1.36461
H 1.59949 0.46315 -0.54465
H 0.53442 -0.49596 0.47401
H 1.51570 -2.42077 -0.77751
H -0.81857 -2.08749 -0.99281
H -0.27783 -2.33907 -2.53183
H -1.30982 -0.46034 -3.09530
H 0.12996 0.32320 -2.77953
H -3.06337 0.76220 -1.86241
H -2.84643 1.01458 -0.19317
H -2.53691 -0.66866 -0.82924
C -6.87872 -1.75089 -2.25678
O -5.57988 -1.17071 -1.83278
C -4.59914 -1.16825 -2.85648
C -3.74252 -2.39654 -2.75200
N -2.69100 -2.21675 -1.80229
C -1.80494 -3.35930 -1.82465
C -0.89064 -3.70704 -3.09701
O 0.28088 -4.28188 -2.50933
C 1.30160 -4.81468 -3.30328
H -7.31430 -1.91261 -1.27077
H -6.87483 -2.67839 -2.82936
H -7.50591 -1.01713 -2.76308
H -4.08392 -0.20886 -2.90356
H -5.03223 -1.08789 -3.85351
H -3.26163 -2.62257 -3.70371
H -4.27996 -3.28910 -2.43167
H -3.17604 -2.09602 -0.92464
H -2.28530 -4.26104 -1.44490
H -1.09656 -3.15005 -1.02308
H -0.61573 -2.84030 -3.69808
H -1.34767 -4.28885 -3.89746
H 2.30281 -4.94660 -2.89306
H 1.61854 -4.07983 -4.04332
H 0.96649 -5.64998 -3.91815

Summary:
Orbital gap in eV: 7.37
E_HOMO in eV: -6.96
LUMO in eV: 0.411

These are the Mulliken partial charges, in e, on atoms 1 to 4: atom 1 (C): -0.48, atom 2 (O): -0.13, atom 3 (C): -0.85, atom 4 (C): -0.80



2.
Molecular formula: C4H2N2S2
Method: DFT, ωB97M-V with the def2-TZVPD basis set

Atoms and positions in Å:
C -0.72087 -0.21409 0.15574
C 0.77700 -0.05728 0.17116
C 1.65171 1.20150 0.41837
C 1.16624 -0.79484 -1.00816
H -0.62713 1.50277 1.88177
H 1.18233 -0.67246 1.06235
N 2.45652 2.09983 0.83698
N 1.72296 -0.85714 -2.11472
S -1.56056 0.81476 1.23636
S -1.38045 -1.46106 -0.76277

Summary:
Orbital gap in eV: 8.18
E_HOMO in eV: -9.73
LUMO in eV: -1.548
Structure (SMILES): N#CC(C#N)C(=S)S

These are the Mulliken partial charges, in e, on atoms 1 to 4: atom 1 (C): 0.28, atom 2 (C): 0.40, atom 3 (C): 0.13, atom 4 (C): 0.01



3.
Molecular formula: C18H8Br2N7OS2SeV
Method: DFT, ωB97M-V with the def2-TZVPD basis set

Atoms and positions in Å:
V -1.39180 -0.27870 -1.40639
Se 2.49325 2.60181 4.70132
N 2.86631 1.33883 3.49814
C 1.85355 1.28252 2.67922
C 1.78572 0.36788 1.54449
C 2.77565 -0.57520 1.27423
C 2.60969 -1.41755 0.20102
C 1.48002 -1.28072 -0.59566
N 0.53720 -0.36685 -0.36753
C 0.67195 0.42656 0.71123
C -0.45374 1.30953 1.01187
N -1.52197 1.20683 0.20459
C -2.58701 1.96091 0.45495
C -2.63735 2.85291 1.52007
C -1.54817 2.96199 2.35450
C -0.42754 2.17218 2.10502
C 0.75998 2.18585 2.95133
N 0.89733 2.96321 3.98902
H 3.64000 -0.63744 1.92173
H 3.33325 -2.18209 -0.04196
H 1.30583 -1.94301 -1.43464
H -3.41819 1.84010 -0.22452
H -3.53000 3.44117 1.67576
H -1.54268 3.63668 3.20017
Br 3.12539 1.52559 -2.16739
C 1.81722 0.69731 -3.30222
Br 0.07077 1.49942 -3.12248
H 1.70641 -0.35001 -3.04798
H 2.12200 0.81972 -4.33293
S -2.16868 -2.04320 -0.11257
C -1.18143 -2.94289 -1.23867
S -0.89642 -2.13415 -2.76723
C -0.59480 -4.13520 -0.91696
C -0.79340 -4.73543 0.36565
N -0.93717 -5.21892 1.39967
C 0.30702 -4.77213 -1.82506
N 1.03206 -5.28173 -2.55942
O -4.83623 1.49775 -3.26414
C -3.86082 1.06642 -2.76791
N -2.86325 0.64006 -2.26832

Summary:
Orbital gap (spin up / spin down) in eV: 6.72 / 6.77
<S²>: 2.019
E_HOMO (spin up / spin down) in eV: -8.43 / -8.47
LUMO (spin up / spin down) in eV: -1.708 / -1.708
2S+1: 3

These are the Mulliken partial charges, in e, on atoms 1 to 4: atom 1 (V): 0.75, atom 2 (Se): 0.27, atom 3 (N): -0.84, atom 4 (C): 0.96



4.
Molecular formula: C8H16N2S
Method: DFT, ωB97M-V with the def2-TZVPD basis set

Atoms and positions in Å:
C -1.67027 -2.12716 1.00747
C -1.28625 -1.34802 -1.73393
C -1.84600 1.29594 -0.12785
C 2.62911 0.10053 0.71068
C 2.02288 1.00449 -0.39643
C 1.71374 -1.00216 0.99559
C 1.36139 -0.14205 -1.20954
C -2.54142 2.46035 0.53472
N -1.12565 0.51396 0.52550
N 0.93967 -1.19185 -0.31208
S -0.81712 -1.19296 -0.10779
H -1.56605 -3.23765 0.69318
H -1.36824 -1.83336 2.05361
H -0.30492 -1.71203 -2.09971
H -2.25071 -1.69129 -1.72880
H -2.05208 1.08875 -1.19253
H 3.69095 -0.14702 0.57372
H 2.74789 0.72870 1.63873
H 1.19873 1.79635 -0.11196
H 2.82464 1.44494 -1.00887
H 2.20311 -2.02680 1.07921
H 0.95403 -0.86904 1.71719
H 0.47282 0.12718 -1.83439
H 2.12349 -0.45419 -1.89838
H -3.55478 2.49184 0.37439
H -2.07200 3.41981 0.22258
H -2.42696 2.50273 1.63567

Summary:
Orbital gap in eV: 8.72
E_HOMO in eV: -7.83
LUMO in eV: 0.890
Structure (SMILES): C=S(=C)(/N=C/C)N1CCCC1

These are the Mulliken partial charges, in e, on atoms 1 to 4: atom 1 (C): -0.85, atom 2 (C): -1.36, atom 3 (C): 0.27, atom 4 (C): -0.68



5.
Molecular formula: C12H17N
Method: DFT, ωB97M-V with the def2-TZVPD basis set

Atoms and positions in Å:
C 0.19703 -2.43438 1.39788
C -0.99215 -0.15852 1.18712
C -0.74187 -1.49263 0.73601
C -2.02958 0.34982 0.36648
C -1.61771 -1.69222 -0.32853
C -0.51458 0.62679 2.22055
C -1.01171 1.91138 2.46386
C -1.96700 2.38312 1.58137
C -2.43998 1.64315 0.47448
N -2.23898 -0.56366 -0.73581
H 0.31076 0.24426 2.81005
H -0.77526 2.49200 3.33625
H -2.47705 3.33827 1.70155
H -0.36355 -3.21269 1.92218
H 0.94315 -1.95084 2.00236
H -1.52569 -2.57708 -0.94440
H -2.99103 -0.46978 -1.40041
H -3.07195 2.09747 -0.27414
H 0.75724 -3.02054 0.66028
C 1.76506 0.61633 -1.23275
C 3.26084 0.36177 -1.55699
C 0.96475 -0.12713 -2.31936
H 1.60710 0.02826 -0.30919
H 1.51120 1.64263 -0.99079
H 3.50813 0.23204 -2.61418
H 3.57327 -0.55407 -1.06434
H 1.33936 0.25714 -3.27809
H 1.06885 -1.20739 -2.26502
H 4.01668 1.06031 -1.15723
H -0.06532 0.17617 -2.38919

Summary:
Orbital gap (spin up / spin down) in eV: 9.35 / 6.59
<S²>: 0.772
E_HOMO (spin up / spin down) in eV: -13.04 / -13.56
LUMO (spin up / spin down) in eV: -3.691 / -6.974
Total charge: +1
2S+1: 2

These are the Mulliken partial charges, in e, on atoms 1 to 4: atom 1 (C): -1.43, atom 2 (C): 0.86, atom 3 (C): 0.83, atom 4 (C): -0.14



What did we get for F_max? Answer: 17.790; 10.962; 0.189; 4.627; 3.121 eV/Å, in the order shown.
What did we get for relative energy (zero: lowest compared OMol25 entry of this formula, charge and spin)? Answer: 1057.1; 59.0; 0.0; 145.2; 19.3 kcal per mole, in the order shown.